Run i
Molecular formula: C4H13NO2
Method: DFT, ωB97M-V with the def2-TZVPD basis set

Geometry as XYZ:
```
20
Properties=species:S:1:pos:R:3
C -0.73 1.30 -0.69
O -2.07 1.65 -0.90
C -0.48 -0.30 -0.97
C -1.03 -1.14 0.14
C -0.38 -0.75 1.45
N 1.06 -0.29 1.45
H -0.02 1.90 -1.33
H -0.68 1.47 0.42
H -2.24 1.71 -1.82
H -0.86 -0.54 -1.91
H 0.59 -0.49 -1.26
H -2.10 -1.27 0.30
H -0.62 -2.15 -0.14
H -0.56 -1.76 2.03
H -0.97 0.00 1.87
H 1.23 -0.23 2.37
H 1.48 -1.15 0.96
H 2.64 0.75 0.17
H 3.06 0.29 -1.33
O 2.70 1.01 -0.78
```

The charge is +1. The calculation puts the orbital gap (alpha / beta) at 11.27 / 4.60 eV. The spin multiplicity is 2. Its expectation value of S² is 0.755. The calculation puts the LUMO energy (alpha / beta) at -3.104 / -9.438 eV.

=====

Run ii
Molecular formula: C4H13NO2
Method: DFT, ωB97M-V with the def2-TZVPD basis set

Geometry as XYZ:
```
20
Properties=species:S:1:pos:R:3
C 0.40 2.49 -0.15
N -0.02 1.11 -0.22
C 0.90 0.06 0.25
C 0.34 -0.51 1.59
C -0.52 -1.75 1.35
O -1.65 -1.83 2.19
H -0.29 3.15 -0.67
H 0.43 2.84 0.88
H 1.35 2.61 -0.69
H -0.33 0.90 -1.15
H 1.03 -0.64 -0.57
H 1.82 0.55 0.42
H 1.22 -0.78 2.16
H -0.19 0.27 2.10
H -0.01 -2.71 1.43
H -0.87 -1.81 0.31
H -2.22 -1.07 2.15
H 0.66 -0.49 -3.44
H 0.73 0.09 -4.92
O 0.50 0.28 -4.01
```

The charge is +1. The calculation puts the orbital gap (alpha / beta) at 10.85 / 5.81 eV. The spin multiplicity is 2. Its expectation value of S² is 0.754. The calculation puts the LUMO energy (alpha / beta) at -3.218 / -8.235 eV.

=====

Run iii
Molecular formula: C4H13NO2
Method: DFT, ωB97M-V with the def2-TZVPD basis set

Geometry as XYZ:
```
20
Properties=species:S:1:pos:R:3
C 0.39 -1.28 -0.79
N 1.07 -0.09 -0.33
C 2.16 0.38 -1.12
C 1.15 0.08 1.14
C -0.23 0.18 1.80
O -0.65 1.55 1.96
H -0.59 -1.33 -0.30
H 0.30 -1.26 -1.87
H 0.99 -2.12 -0.45
H 2.56 -0.38 -1.79
H 2.96 0.82 -0.53
H 1.81 1.17 -1.80
H 1.65 1.02 1.34
H 1.71 -0.79 1.47
H -0.24 -0.26 2.78
H -1.06 -0.27 1.25
H -0.05 2.18 1.55
H -4.14 0.38 -0.91
H -4.82 0.03 -2.19
O -4.97 -0.01 -1.24
```

The charge is +1. The calculation puts the orbital gap (alpha / beta) at 10.73 / 6.33 eV. The spin multiplicity is 2. Its expectation value of S² is 0.754. The calculation puts the LUMO energy (alpha / beta) at -3.165 / -7.564 eV.

=====

Run iv
Molecular formula: C4H13NO2
Method: DFT, ωB97M-V with the def2-TZVPD basis set

Geometry as XYZ:
```
20
Properties=species:S:1:pos:R:3
C 2.21 0.50 -1.20
N 1.42 0.54 0.07
C 2.31 0.53 1.23
C 0.40 -0.50 0.12
C -0.77 -0.16 1.05
O -1.85 -1.03 0.82
H 2.99 1.26 -1.11
H 2.72 -0.45 -1.21
H 1.56 0.81 -2.01
H 2.42 1.53 1.65
H 3.30 0.18 0.95
H 1.98 -0.17 1.97
H 0.86 -1.45 0.37
H -0.04 -0.60 -0.88
H -1.11 0.88 1.06
H -0.48 -0.36 2.09
H -1.83 -1.34 -0.09
H -2.40 0.70 -1.78
H -3.78 0.28 -2.23
O -3.11 0.06 -1.58
```

The charge is +1. The calculation puts the orbital gap (alpha / beta) at 11.15 / 6.16 eV. The spin multiplicity is 2. Its expectation value of S² is 0.754. The calculation puts the LUMO energy (alpha / beta) at -3.030 / -8.005 eV.

=====

The structure with the greatest stability is run iii.

=====

Run i
Molecular formula: C3H7NOS
Method: DFT, ωB97M-V with the def2-TZVPD basis set

Geometry as XYZ:
```
13
Properties=species:S:1:pos:R:3
C -2.25 0.24 0.56
C -0.29 -1.11 -0.36
C 0.83 -0.23 -0.13
H -1.83 1.33 0.93
H -2.47 -0.36 1.53
H -3.19 0.43 -0.19
H -0.25 -1.62 -1.31
H -0.23 -2.01 0.44
H 2.61 -0.26 1.23
H 1.87 -1.89 0.87
N 1.97 -0.96 0.29
O -1.42 -0.55 -0.44
S 0.71 1.38 -0.15
```

The charge is 0. The calculation puts the orbital gap at 8.59 eV. The calculation puts the LUMO energy at -0.030 eV.

=====

Run ii
Molecular formula: C3H7NOS
Method: DFT, ωB97M-V with the def2-TZVPD basis set

Geometry as XYZ:
```
13
Properties=species:S:1:pos:R:3
C 1.75 0.55 0.46
C 0.66 -0.48 0.35
S 0.99 -1.99 0.85
N -0.58 -0.04 -0.18
C -1.76 -0.80 -0.37
O -0.69 1.37 -0.43
H 2.00 0.99 -0.45
H 2.53 0.17 1.10
H 1.30 1.42 1.05
H -2.49 0.02 -0.63
H -1.73 -1.61 -1.24
H -1.94 -1.28 0.63
H -0.06 1.67 -1.12
```

The charge is 0. The calculation puts the orbital gap at 8.94 eV. The structure (SMILES) is CC(=S)N(C)O. The calculation puts the LUMO energy at 0.540 eV.

=====

Run iii
Molecular formula: C3H7NOS
Method: DFT, ωB97M-V with the def2-TZVPD basis set

Geometry as XYZ:
```
13
Properties=species:S:1:pos:R:3
C -0.05 -1.84 0.16
S -0.27 -1.17 -1.54
C 0.23 0.55 -1.10
C -0.79 1.15 -0.26
N -0.53 1.55 0.87
O 0.80 1.44 1.28
H 1.02 -1.45 0.38
H -0.79 -1.46 0.89
H 0.04 -3.07 0.29
H 0.25 0.98 -2.06
H 1.16 0.53 -0.58
H -1.79 1.34 -0.56
H 0.73 1.47 2.23
```

The charge is 0. The calculation puts the orbital gap at 9.68 eV. The structure (SMILES) is CSC/C=N\O. The calculation puts the LUMO energy at 0.882 eV.

=====

The structure with the greatest stability is run ii.

=====

Run i
Molecular formula: C5H5FN2O
Method: DFT, ωB97M-V with the def2-TZVPD basis set

Geometry as XYZ:
```
14
Properties=species:S:1:pos:R:3
C -0.83 1.70 2.39
C -0.75 0.66 0.60
C 0.63 -0.49 -1.85
C 0.84 -1.46 -0.63
C -0.49 -1.21 -1.23
N -0.09 2.39 1.63
N -0.07 1.73 0.40
O -1.18 0.49 1.82
F -1.43 -2.08 -1.65
H -1.04 1.76 3.41
H 0.71 0.48 -1.51
H 1.08 -0.78 -2.79
H 1.47 -2.24 -0.88
H 1.15 -0.96 0.28
```

The charge is 0. The calculation puts the orbital gap (alpha / beta) at 9.30 / 7.82 eV. The calculation puts the LUMO energy (alpha / beta) at -0.825 / -1.465 eV.

=====

Run ii
Molecular formula: C5H5FN2O
Method: DFT, ωB97M-V with the def2-TZVPD basis set

Geometry as XYZ:
```
14
Properties=species:S:1:pos:R:3
O -1.84 1.49 -0.06
C -1.35 0.39 -0.05
C -2.31 -0.87 0.00
F -3.57 -0.39 0.11
C 0.13 0.20 0.07
N 0.79 -0.97 0.00
C 2.09 -0.74 -0.10
C 2.32 0.59 -0.09
N 1.12 1.20 -0.09
H -2.18 -1.57 -0.94
H -2.13 -1.26 0.97
H 2.82 -1.47 0.02
H 3.23 1.21 0.00
H 0.86 2.18 0.17
```

The charge is 0. The calculation puts the orbital gap at 9.58 eV. The structure (SMILES) is O=C(CF)c1ncc[nH]1. The calculation puts the LUMO energy at 0.182 eV.

=====

The structure with the greatest stability is run ii.

=====

Run i
Molecular formula: C4H5N
Method: DFT, ωB97M-V with the def2-TZVPD basis set

Geometry as XYZ:
```
10
Properties=species:S:1:pos:R:3
C -1.81 -1.51 -0.27
C -0.94 -0.75 0.11
C 0.11 0.18 0.53
C 1.11 0.75 -0.41
N 0.03 1.58 0.10
H -2.57 -2.20 -0.60
H 0.72 -0.04 1.39
H 1.12 0.29 -1.38
H 2.08 1.05 -0.01
H -0.67 1.65 -0.63
```

The charge is 0. The calculation puts the orbital gap at 10.47 eV. The structure (SMILES) is C#C[C@H]1CN1. The calculation puts the LUMO energy at 1.132 eV.

=====

Run ii
Molecular formula: C4H5N
Method: DFT, ωB97M-V with the def2-TZVPD basis set

Geometry as XYZ:
```
10
Properties=species:S:1:pos:R:3
C 2.49 -0.33 -0.53
C 1.44 -0.86 -0.22
C 0.21 -0.93 0.45
C -1.44 0.56 0.48
N -0.86 -0.56 -0.27
H 3.45 0.09 -0.72
H -0.92 0.42 1.44
H -1.06 1.49 0.02
H -2.51 0.56 0.63
H -0.80 -0.44 -1.28
```

The charge is 0. The calculation puts the orbital gap at 8.20 eV. The calculation puts the LUMO energy at 0.110 eV.

=====

The structure with the greatest stability is run i.